# C4H11NOSn

A structure of composition C4H11NOSn in a non-equilibrium geometry (the ωB97M-V functional and the def2-TZVPD basis, the Open Molecules 2025 dataset).

- Highest occupied orbital energy: -18.60 eV
- Charge: +2
- Multiplicity: 1
- Energy above the lowest of the compared OMol25 structures with the same formula, charge and spin: 22.5 kcal per mole

Each line ends with the Mulliken charge.
CARTESIAN COORDINATES (ANGSTROEM)
1 Sn 0.792 2.848 1.006  1.520
2 H 1.029 -1.396 -0.302  0.457
3 H -2.052 -1.593 0.492  0.417
4 H 2.459 -0.097 -2.161  0.305
5 H -1.710 1.129 1.616  0.361
6 H -1.857 0.858 0.093  0.283
7 O 1.117 0.636 -0.644  -0.257
8 N -1.128 0.972 0.796  -0.445
9 C -1.285 -1.398 1.244  -1.511
10 C -0.347 -0.264 0.902  0.223
11 H 1.048 0.780 -2.774  0.357
12 C 1.755 0.706 -1.947  -0.700
13 C 0.374 -0.531 -0.413  -0.672
14 H -0.341 -0.626 -1.234  0.416
15 H 0.407 -0.207 1.692  0.159
16 H -1.737 -1.137 2.201  0.420
17 H 2.250 1.676 -1.905  0.235
18 H -0.774 -2.357 1.338  0.432

Forces on atoms 1 to 2 (eV/Å):
Sn -1.13 -2.37 -1.28
H -0.07 -0.08 -0.21

---

# C5H9NS2

A structure of composition C5H9NS2 in a non-equilibrium geometry (the ωB97M-V functional and the def2-TZVPD basis, the Open Molecules 2025 dataset).

- Highest occupied orbital energy: -8.34 eV
- Charge: 0
- Multiplicity: 1
- Energy above the lowest of the compared OMol25 structures with the same formula, charge and spin: 182.9 kcal per mole

Each line ends with the Mulliken charge.
CARTESIAN COORDINATES (ANGSTROEM)
1 H -1.861 -0.488 2.147  0.237
2 H -3.112 0.988 -0.347  0.205
3 H 1.237 2.226 0.743  0.194
4 C -2.742 0.082 -0.833  -1.367
5 H -2.748 0.361 -1.905  0.380
6 H -1.940 2.265 0.849  0.296
7 S 1.310 -1.606 -0.227  -0.294
8 H -3.661 -0.403 -1.051  0.454
9 H -1.275 -1.574 -0.821  0.402
10 H -0.586 1.820 -1.235  0.345
11 C -1.525 -0.758 -0.217  0.107
12 S 1.943 1.123 -0.191  -0.217
13 C -0.579 0.204 0.375  0.615
14 H -0.601 -1.475 1.509  0.309
15 N -0.798 1.695 0.292  -0.808
16 C 0.753 -0.110 0.203  0.092
17 C -1.226 -0.727 1.263  -0.949

Forces on atoms 1 to 2 (eV/Å):
H 0.01 0.32 -1.29
H 0.69 -0.32 0.37

---

# C6H9N

The molecule C6H9N (the ωB97M-V functional and the def2-TZVPD basis, the Open Molecules 2025 dataset).

- Highest occupied orbital energy (spin up / spin down): -8.32 / -8.30 eV
- Charge: 0
- Multiplicity: 1
- Energy above the lowest of the compared OMol25 structures with the same formula, charge and spin: 130.9 kcal per mole

Each line ends with the Mulliken charge.
CARTESIAN COORDINATES (ANGSTROEM)
1 C -2.066 -2.711 0.426  -0.671
2 H 2.262 2.777 0.132  0.239
3 H -0.363 0.657 1.409  0.374
4 H 1.003 0.837 -1.989  0.213
5 H -0.813 0.891 -0.296  0.188
6 H -2.673 -3.233 1.162  0.256
7 N 1.284 0.846 0.170  -0.285
8 C -0.331 -1.012 -0.062  -0.520
9 C 1.446 2.207 -0.307  -0.456
10 H -1.240 -1.493 1.885  0.248
11 C -0.076 0.380 0.380  -0.131
12 H 0.546 2.789 -0.512  0.220
13 C -1.232 -1.729 0.815  0.032
14 H 2.740 0.743 -1.408  0.236
15 H -2.204 -2.995 -0.612  0.301
16 C 1.717 1.046 -1.193  -0.244

Forces on atoms 1 to 2 (eV/Å):
C 0.07 0.10 0.00
H -0.12 -0.13 -0.07

---

# C35H80O13S7

A cluster of 7 separate species, C35H80O13S7 in total in a non-equilibrium geometry (the ωB97M-V functional and the def2-TZVPD basis, the Open Molecules 2025 dataset).

- Highest occupied orbital energy: -8.35 eV
- Charge: 0
- Multiplicity: 1
- Energy above the lowest of the compared OMol25 structures with the same formula, charge and spin: 0.0 kcal per mole

Each line ends with the Mulliken charge.
CARTESIAN COORDINATES (ANGSTROEM)
1 H 8.518 2.621 -5.617  0.417
2 C 7.662 5.276 -5.047  -1.063
3 C -10.259 3.062 2.169  -0.774
4 C -10.394 -1.340 3.102  -0.994
5 H -5.929 3.112 2.447  0.326
6 C -0.633 2.768 0.642  -0.674
7 H -9.748 -2.054 2.592  0.337
8 C -0.794 -3.836 -2.248  -0.892
9 H 5.821 0.963 1.269  0.100
10 H 6.781 1.122 -1.448  0.290
11 C 7.547 2.607 -5.124  -0.977
12 O -11.320 3.128 4.597  -0.606
13 C -4.114 2.154 1.015  -0.386
14 H 2.453 -0.739 -3.453  0.333
15 H 7.606 6.203 -4.479  0.326
16 H 4.581 2.322 -1.859  0.068
17 H -0.883 -4.879 -1.938  0.495
18 O 7.383 2.323 1.342  -0.376
19 S 1.587 -7.930 1.798  0.409
20 C 4.379 0.216 -1.621  -1.840
21 C -11.957 5.003 2.839  -0.921
22 C 6.667 1.271 0.654  -0.262
23 H 2.140 -2.325 -0.985  1.242
24 H 7.956 1.001 4.350  0.339
25 C -8.579 -1.433 5.054  -1.017
26 S -9.393 -0.186 4.050  0.548
27 H 1.169 0.627 0.826  0.359
28 H 2.914 -2.430 -3.657  0.554
29 H -5.769 1.968 3.792  0.267
30 H -2.325 2.636 -0.636  0.441
31 C 7.324 1.537 3.654  -0.843
32 H 4.213 0.312 -2.690  0.220
33 H -6.567 1.467 2.276  0.382
34 C 1.967 -6.594 0.662  -0.757
35 H -12.816 5.348 3.410  0.331
36 H 3.682 0.276 1.023  0.668
37 C -2.015 -1.997 -1.372  -0.942
38 H 4.265 5.374 -3.581  0.010
39 S 2.602 4.834 -1.999  0.514
40 H 2.237 1.331 -1.922  -0.149
41 H -3.039 -2.341 -1.218  0.293
42 C -1.999 3.305 0.161  -0.975
43 H 1.044 6.635 -1.829  0.495
44 H 0.048 2.347 -1.386  0.412
45 C 0.879 -2.150 -3.163  -0.250
46 H 6.856 5.242 -5.779  0.303
47 C 3.108 -0.412 -0.968  2.824
48 H -0.677 1.004 -0.523  -0.215
49 H 7.411 1.658 -4.610  0.279
50 H 2.519 -1.011 1.011  0.842
51 O 6.090 3.960 -3.378  -0.486
52 H 2.536 -9.326 0.106  0.370
53 H -0.813 2.186 1.543  0.502
54 H -11.066 5.549 3.147  0.292
55 H -2.439 -7.152 2.448  0.301
56 C 8.108 1.842 2.403  0.742
57 H 3.264 6.797 -3.180  0.422
58 C 0.961 5.565 -2.018  -0.819
59 C 4.769 1.615 -1.058  0.404
60 H 0.487 5.382 -2.982  0.313
61 O 3.566 -4.051 0.276  -0.500
62 H 0.244 -1.504 -2.562  -0.316
63 H -4.982 2.549 0.486  0.373
64 O 9.326 1.692 2.342  -0.567
65 H -10.961 -0.768 2.370  0.288
66 H 0.719 -4.223 -3.657  0.403
67 H 0.803 -8.992 -0.200  0.289
68 C 2.855 -1.786 -1.606  -0.219
69 H 6.443 0.934 3.449  0.216
70 H -3.645 4.217 1.171  0.343
71 C 2.344 -1.738 -3.042  -1.590
72 H -10.505 3.274 1.128  0.427
73 H -7.864 -0.927 5.698  0.317
74 H 8.631 5.209 -5.541  0.432
75 H 6.746 2.752 -5.849  0.309
76 H 4.416 -2.034 1.803  0.738
77 C 3.413 -0.641 0.510  -1.831
78 H 6.618 2.759 -0.876  0.466
79 H 2.943 -6.768 0.210  0.435
80 C 4.531 -1.656 0.791  -1.179
81 H 2.002 2.112 0.269  0.247
82 S -11.735 3.251 3.177  0.495
83 H -9.486 3.743 2.526  0.256
84 C 0.610 -3.607 -2.764  -0.233
85 H 0.549 -2.013 -4.191  0.534
86 C 1.353 1.287 -0.018  -0.420
87 H -3.692 1.366 0.391  0.255
88 H -2.697 3.185 2.247  0.499
89 H 0.377 5.098 -1.226  -0.015
90 H 1.194 -6.537 -0.106  0.177
91 H -1.540 -4.698 0.830  -0.056
92 H -1.903 4.282 -0.306  0.476
93 S 4.527 -3.111 -0.228  1.310
94 H -1.460 -4.801 2.616  0.453
95 H -8.059 -2.141 4.409  0.318
96 S 7.487 3.912 -3.891  0.452
97 H -9.324 -1.944 5.663  0.376
98 C 1.934 0.555 -1.232  -0.773
99 H 5.533 -1.253 0.699  -0.005
100 H -1.549 -3.698 -3.023  0.386
101 H 2.630 5.534 -4.284  0.312
102 H 1.094 0.062 -1.713  -0.586
103 O -8.367 0.359 3.116  -0.553
104 H -1.841 -1.171 -0.685  0.140
105 O 5.867 -3.592 -0.379  -0.756
106 O -4.365 -4.840 0.540  -0.623
107 C -2.044 -4.451 1.764  -0.564
108 O -4.522 1.575 2.239  -0.426
109 H 1.336 -3.956 -2.032  0.088
110 O -1.098 -3.039 -1.114  -0.218
111 C 3.250 5.731 -3.408  -0.721
112 H -2.178 -3.373 1.829  0.267
113 H 6.991 2.451 4.138  0.267
114 O 0.185 -7.731 2.259  -0.545
115 H -11.081 -1.856 3.773  0.400
116 C -3.092 3.281 1.243  -0.852
117 C -5.778 2.064 2.713  -0.809
118 H -12.144 5.145 1.774  0.334
119 H 5.243 -0.433 -1.500  1.218
120 H 1.996 -5.666 1.222  0.266
121 H -1.917 -1.607 -2.384  0.499
122 C 1.549 -9.231 0.558  -0.973
123 C -3.069 -6.891 1.599  -0.809
124 H -3.927 -7.560 1.556  0.389
125 C 6.253 1.748 -0.729  -1.313
126 C -0.011 1.864 -0.411  -0.368
127 S -3.669 -5.215 1.802  0.434
128 H 1.284 -10.161 1.055  0.339
129 H -2.498 -6.964 0.674  0.194
130 H 7.339 0.413 0.583  0.393
131 O 2.469 3.413 -2.411  -0.546
132 H 4.126 1.920 -0.238  0.166
133 O 4.094 -2.563 -1.644  -0.668
134 H -9.904 2.038 2.261  0.128
135 H 0.028 3.602 0.874  0.374

Forces on atoms 1 to 2 (eV/Å):
H 0.02 0.00 0.03
C -0.01 0.05 -0.09

---

# CH3O2

The ion CH3O2 with charge +1 in a non-equilibrium geometry (the ωB97M-V functional and the def2-TZVPD basis, the Open Molecules 2025 dataset).

- Highest occupied orbital energy (spin up / spin down): -18.02 / -18.02 eV
- Charge: +1
- Multiplicity: 1
- Energy above the lowest of the compared OMol25 structures with the same formula, charge and spin: 107.5 kcal per mole

Each line ends with the Mulliken charge.
CARTESIAN COORDINATES (ANGSTROEM)
1 H 0.168 -0.924 -1.470  0.314
2 O -0.209 1.121 1.083  -0.229
3 O -0.451 0.690 -0.174  0.063
4 H -0.376 2.075 1.152  0.394
5 C 0.229 -0.576 -0.449  0.115
6 H 0.853 -0.682 0.398  0.343

Forces on atoms 1 to 2 (eV/Å):
H -0.47 -0.24 -0.04
O 0.91 -1.15 1.79

---

# C31H49F3FeN8OPS2Si

A structure of composition C31H49F3FeN8OPS2Si in a non-equilibrium geometry (the ωB97M-V functional and the def2-TZVPD basis, the Open Molecules 2025 dataset).

- Highest occupied orbital energy (spin up / spin down): -7.15 / -7.00 eV
- Charge: 0
- Multiplicity: 6
- Energy above the lowest of the compared OMol25 structures with the same formula, charge and spin: 37.3 kcal per mole

Each line ends with the Mulliken charge.
CARTESIAN COORDINATES (ANGSTROEM)
1 C 8.434 -19.579 9.889  -1.146
2 H 12.762 -12.006 0.098  0.355
3 H 7.870 -20.269 9.302  0.324
4 C 8.166 -13.834 5.958  -0.733
5 C 9.726 -17.282 -0.189  -0.783
6 H 9.850 -12.034 2.988  0.157
7 F 15.164 -14.796 4.773  -0.343
8 C 7.065 -13.773 4.866  -0.772
9 H 15.339 -20.450 2.541  0.424
10 O 11.568 -15.317 3.740  1.058
11 H 11.635 -14.025 0.105  0.495
12 C 16.141 -20.986 6.151  -1.004
13 H 8.090 -14.813 6.469  0.184
14 H 11.607 -10.503 1.404  0.443
15 H 13.183 -16.763 2.181  0.258
16 H 13.426 -12.411 8.928  0.456
17 N 11.721 -15.938 7.501  2.353
18 N 9.690 -18.731 7.957  -0.058
19 H 10.524 -20.112 9.178  0.391
20 C 12.809 -13.877 7.390  -0.048
21 N 11.170 -16.988 8.197  -1.945
22 H 9.777 -11.823 1.226  0.338
23 N 10.749 -13.646 1.937  0.433
24 H 12.334 -22.378 5.740  0.281
25 H 8.712 -17.649 -0.475  0.249
26 H 10.127 -19.214 0.892  0.452
27 H 7.384 -15.675 3.873  0.278
28 F 15.083 -15.448 6.840  -0.239
29 S 9.974 -17.243 5.762  -0.517
30 H 12.330 -16.040 9.891  0.419
31 H 13.696 -12.390 1.510  0.341
32 H 12.138 -11.225 2.898  -0.156
33 H 15.952 -20.391 7.064  0.284
34 H 9.922 -12.779 5.155  0.110
35 H 13.548 -22.822 6.890  0.385
36 C 10.050 -17.456 2.230  0.239
37 C 14.706 -19.669 2.939  0.169
38 C 14.195 -19.854 4.195  -0.235
39 H 10.217 -14.460 5.618  -1.091
40 C 9.816 -19.306 9.286  -0.500
41 H 14.498 -23.730 4.282  0.373
42 Fe 12.309 -16.260 5.443  1.350
43 C 11.957 -13.795 1.168  0.292
44 H 10.426 -18.564 9.843  0.270
45 H 7.930 -18.656 9.888  0.315
46 H 7.336 -14.216 2.728  0.359
47 H 10.307 -17.201 -1.122  0.377
48 C 14.873 -22.842 3.814  -1.424
49 C 13.504 -11.623 7.052  -0.858
50 H 14.912 -18.383 1.193  0.411
51 H 8.181 -13.053 6.711  0.507
52 C 9.560 -15.839 0.463  -0.271
53 C 10.320 -17.682 7.461  0.111
54 C 10.436 -12.244 2.042  -0.480
55 H 16.894 -20.652 5.419  0.302
56 C 12.224 -14.957 8.169  0.893
57 C 7.650 -14.614 3.704  -0.464
58 C 14.422 -18.563 2.160  -1.672
59 H 13.834 -10.667 7.423  0.442
60 H 12.938 -21.047 6.880  0.062
61 H 13.135 -14.407 9.997  0.548
62 C 13.475 -18.696 4.722  0.450
63 H 9.103 -17.816 2.593  0.260
64 H 11.442 -14.596 10.163  0.252
65 H 6.060 -14.321 5.046  0.383
66 S 13.086 -18.486 6.389  -0.576
67 C 12.664 -12.424 1.111  -0.841
68 H 12.527 -14.608 1.622  -0.568
69 C 13.271 -12.620 7.902  -1.109
70 C 12.309 -14.980 9.671  -1.884
71 Si 14.592 -21.386 5.138  0.266
72 H 6.780 -12.739 4.598  0.279
73 H 8.533 -15.451 0.430  0.335
74 C 14.608 -15.835 5.616  -0.115
75 P 10.367 -14.873 2.926  -2.456
76 N 10.009 -16.032 1.913  0.682
77 H 12.965 -13.347 4.154  0.641
78 C 9.448 -13.826 5.184  1.218
79 H 8.543 -19.985 10.941  0.346
80 C 12.932 -13.094 5.219  -0.412
81 C 11.747 -11.462 1.899  -0.258
82 H 13.444 -11.019 4.938  0.413
83 F 15.375 -16.820 5.158  -0.219
84 N 9.100 -14.336 3.851  0.409
85 C 10.401 -18.133 0.918  -0.492
86 H 14.355 -22.686 2.903  0.441
87 C 13.550 -17.658 2.718  -0.057
88 C 13.224 -21.966 6.276  -0.801
89 N 13.035 -17.725 3.970  0.113
90 H 11.471 -17.972 0.764  0.084
91 H 10.684 -17.616 3.039  -0.667
92 H 9.348 -19.356 7.269  0.280
93 H 16.598 -21.922 6.571  0.349
94 H 10.125 -15.000 0.079  0.155
95 N 12.653 -14.074 6.051  0.913
96 H 15.871 -23.088 3.575  0.410
97 C 13.285 -11.830 5.664  -0.973

Forces on atoms 1 to 2 (eV/Å):
C 1.97 -0.98 1.28
H -0.15 -0.61 0.07